# C5H14

A 2-piece molecular cluster, C5H14 overall (the ωB97M-V functional and the def2-TZVPD basis, the Open Molecules 2025 dataset).

The geometry in XYZ format:
```
19
Properties=species:S:1:pos:R:3:forces:R:3:mulliken_charge:R:1
C 0.143898 1.346651 -1.224600 -1.197 0.610 1.384 -1.0648
H 0.009252 2.252304 -0.619415 -0.203 0.034 -0.083 0.3245
H 1.036797 -1.451579 -1.399196 -0.883 0.407 -0.453 0.2867
H -2.719522 -1.515658 1.042208 -0.225 0.269 0.167 0.2741
H -0.759815 0.754352 -1.031099 0.117 -0.078 -0.012 0.2195
H 2.597760 -1.034106 -1.092671 0.298 0.290 -1.019 0.3068
H -1.408505 0.170022 2.959169 0.072 -0.039 0.033 0.3783
H -1.032157 -1.649310 0.599714 -0.109 -0.211 -0.028 0.1260
H 1.773835 -0.184465 -2.533681 0.218 -0.650 -0.358 0.3311
H 0.010159 1.695753 -2.250651 1.011 -0.417 -0.233 0.3818
C 1.382031 0.628030 -0.631740 -1.663 0.563 -2.470 -0.0492
H 2.154868 1.397519 -0.666122 0.488 -0.531 0.233 0.3037
C 1.685591 -0.591526 -1.536543 1.380 0.198 2.550 -1.0756
C -1.307773 0.041447 1.884241 -0.754 -0.047 -0.567 -0.5495
H -1.528156 -2.037321 2.251455 -0.127 -0.305 -0.295 0.3022
H 1.065421 0.435475 0.380108 0.592 -0.416 0.313 0.0373
H -0.283619 0.189106 1.574011 0.192 0.276 0.388 -0.0671
C -1.709377 -1.367906 1.407383 0.723 0.079 0.441 -0.7094
H -1.903456 0.823212 1.405856 0.070 -0.032 0.009 0.2435
```
Positions in Å, forces in eV/Å.

Results
multiplicity = 1
orbital gap = 12.126 eV
largest force on an atom = 3.0 eV/Å
E_tot = -5411.2996 eV
SMILES string = CCC.CC

***

# C3H6O3

A 2-piece molecular cluster, C3H6O3 overall (the ωB97M-V functional and the def2-TZVPD basis, the Open Molecules 2025 dataset).

The geometry in XYZ format:
```
12
Properties=species:S:1:pos:R:3:forces:R:3:mulliken_charge:R:1
H -0.055221 -1.033286 -1.410720 1.210 -0.338 -0.388 0.2526
O 0.440495 -2.348265 -2.984934 -0.027 -0.419 -0.449 -0.4171
O -0.563364 -0.406240 -3.253541 1.702 -0.905 1.660 -0.5293
O -0.784371 -0.503940 2.583606 -0.255 2.731 -2.465 -0.5273
H 1.075757 1.090733 2.848517 1.085 -0.051 2.931 0.3308
H 0.141425 2.507051 2.006013 0.995 -1.251 0.329 0.2804
C 0.055975 -1.179862 -2.504587 -3.813 1.827 -1.627 0.3476
H 1.251496 1.158824 1.283900 -1.177 0.810 -0.001 0.2466
H -1.377862 1.070045 1.298856 -1.289 -0.843 -0.584 0.3176
C -0.662312 0.555427 1.926056 -0.042 -2.526 2.803 0.1972
C 0.487648 1.428589 2.084088 0.686 1.142 -3.031 -0.8439
H -0.009667 -2.339075 -3.877254 0.925 -0.176 0.821 0.3448
```
Positions in Å, forces in eV/Å.

Results
multiplicity = 1
orbital gap = 10.836 eV
largest force on an atom = 4.5 eV/Å
E_tot = -9349.2306 eV
SMILES string = CC=O.O=CO

***

no.,LUMO level (eV)
1,1.173
2,0.673